# 1
Below is 2 unconnected molecules or ions with the total composition C12H17N at a distorted geometry, with properties calculated with ωB97M-V/def2-TZVPD.

Output
E ... -522.0815 hartree
Structure (SMILES) ... CCc1c[nH]c2ccccc12.CC
ΔE to the lowest compared entry with this formula, charge and spin ... 87.1 kcal per mole

ORCA input file:
```
! RIJCOSX wB97M-V def2-TZVPD def2/J DEFGRID3
* xyz 0 1
C -2.74332 1.82114 1.56902
C -2.17207 0.47027 0.83497
C -0.69236 0.48506 0.73684
C 0.13637 -0.20205 1.49490
N 1.52861 0.04740 1.35891
C 1.57043 0.84404 0.14681
C 2.54750 0.94552 -0.86280
C 2.20540 1.58425 -2.04248
C 0.81576 2.11689 -2.18979
C -0.21058 1.82802 -1.36139
C 0.20900 1.14079 -0.17312
H -3.80218 1.69029 1.98221
H -2.87435 2.61447 0.68889
H -2.32697 2.03277 2.58154
H -2.33602 -0.42530 1.36283
H -2.69572 0.24747 -0.01259
H -0.13739 -0.88303 2.40193
H 2.26616 -0.17791 1.89727
H 3.70897 0.65108 -0.53209
H 2.93674 1.90064 -2.62240
H 0.55743 2.56192 -3.06403
H -1.26629 2.11682 -1.51959
C 0.78199 -3.23127 0.22762
C 0.01025 -2.60220 -0.82507
H 0.98825 -2.45986 0.95736
H 0.29779 -4.09847 0.61546
H 1.71086 -3.56848 -0.25824
H -0.24624 -1.53364 -0.70381
H 0.33209 -2.80160 -1.80451
H -1.10011 -3.11503 -0.88466
*
```

---

# 2
Below is 2 unconnected molecules or ions with the total composition C12H17N at a distorted geometry, with properties calculated with ωB97M-V/def2-TZVPD.

Output
E ... -521.9084 hartree
ΔE to the lowest compared entry with this formula, charge and spin ... 21.5 kcal per mole

ORCA input file:
```
! RIJCOSX wB97M-V def2-TZVPD def2/J DEFGRID3
* xyz 1 2
C -0.78583 -2.79728 1.12533
C 0.57065 -2.37232 1.77420
C -0.99479 -2.04174 -0.09921
C -0.20251 -2.30477 -1.27542
C -1.66530 -0.80082 -0.30007
C -1.26511 -0.34673 -1.56673
C -2.61264 -0.00594 0.39361
C -1.72795 0.74805 -2.23171
C -3.06934 1.12427 -0.30767
C -2.62219 1.57392 -1.54967
N -0.47035 -1.35816 -2.16178
H -0.71310 -3.88144 0.97682
H -1.46310 -2.67931 1.98276
H 0.42964 -1.33584 2.17534
H 0.40673 -3.18262 -1.42442
H -0.08548 -1.29869 -3.09296
H -2.88513 -0.25425 1.40660
H -1.43023 0.98294 -3.24921
H -3.74828 1.71141 0.30549
H -2.95466 2.55025 -1.89065
H 1.50869 -2.54472 1.26162
H 0.61251 -2.71788 2.79283
C 3.93283 2.52672 0.78551
C 2.44327 2.69925 0.43489
H 4.01657 1.67558 1.42736
H 4.51844 2.49996 -0.13089
H 4.18094 3.44151 1.33600
H 2.05970 2.00580 -0.33227
H 1.78651 2.66293 1.31926
H 2.22953 3.71992 0.11506
*
```

---

# 3
Below is a gas-phase ion, C12H17N2 (charge +1) at a distorted geometry, with properties calculated with ωB97M-V/def2-TZVPD.

Output
E ... -576.5344 hartree
ΔE to the lowest compared entry with this formula, charge and spin ... 122.0 kcal per mole

ORCA input file:
```
! RIJCOSX wB97M-V def2-TZVPD def2/J DEFGRID3
* xyz 1 1
C 1.72833 0.83174 0.51892
C 2.92430 0.17370 0.52789
C 1.47935 -1.02646 -0.67844
C -3.35475 0.41561 0.17173
C -2.50899 1.47535 -0.17908
C -3.06744 -0.77705 0.61486
C -1.14835 1.39073 -0.42769
C -0.53017 0.12506 -0.40792
C 4.13694 0.82198 1.14659
C 0.91459 -2.27069 -1.24368
C -3.60013 -2.08638 0.94665
C -0.36791 2.64036 -0.74275
N 2.77131 -1.01297 -0.21415
N 0.81516 0.03331 -0.21307
H 1.41102 1.78418 0.98560
H -4.48916 0.60845 0.35366
H -3.02254 2.51271 -0.27360
H -1.14347 -0.61492 -0.79205
H 4.68941 1.48310 0.36994
H 3.91767 1.35936 2.13400
H 4.82460 -0.04118 1.50754
H -0.18028 -2.43831 -1.15166
H 0.89501 -2.12465 -2.34175
H 1.60682 -3.06337 -0.98236
H -2.98956 -2.54534 1.67172
H -3.74140 -2.69973 0.14903
H -4.68974 -1.79986 1.36617
H -0.81492 3.03770 -1.53179
H 0.54837 2.31250 -1.16428
H -0.40199 3.28717 0.00886
H 3.38796 -1.79212 -0.12888
*
```

---

# 4
Below is a gas-phase ion, C12H17N2OS2 (charge +1) at a distorted geometry, with properties calculated with ωB97M-V/def2-TZVPD.

Output
E ... -1448.2518 hartree
Structure (SMILES) ... C[N+](C)(NC=O)C1(c2ccccc2)SCCS1

ORCA input file:
```
! RIJCOSX wB97M-V def2-TZVPD def2/J DEFGRID3
* xyz 1 1
C 0.09591 2.33430 -1.41874
N 1.49969 2.43356 -0.85976
C 2.24680 1.13610 -1.14615
N 1.48694 2.72152 0.55470
C 1.00228 1.87048 1.52374
O 0.49949 0.75321 1.32539
C 2.21492 3.97238 -1.49265
C 1.41624 5.12174 -0.93790
C 0.26398 5.58452 -1.58409
C -0.73865 6.23109 -0.85680
C -0.50176 6.56107 0.48550
C 0.73812 6.30336 1.06269
C 1.72475 5.65848 0.32085
S 3.80241 3.70165 -0.90528
C 4.71541 3.93848 -2.45033
C 3.83666 3.52573 -3.64097
S 2.07901 3.63767 -3.16041
H -0.15106 1.32877 -1.79124
H -0.65766 2.56561 -0.66506
H 0.00341 3.05668 -2.26854
H 1.63672 0.49593 -1.79264
H 3.17670 1.34871 -1.70896
H 2.48167 0.55308 -0.23371
H 2.16883 3.39358 0.90779
H 1.07876 2.29938 2.56648
H 0.07886 5.38264 -2.64064
H -1.71553 6.41072 -1.30405
H -1.32880 6.90522 1.09826
H 0.91121 6.51286 2.12347
H 2.70546 5.50739 0.76572
H 5.01383 4.98130 -2.55964
H 5.64785 3.37613 -2.36471
H 4.01334 4.22845 -4.47848
H 4.05879 2.50455 -3.99901
*
```

---

# 5
Below is a single C12H17N3 molecule at a distorted geometry, with properties calculated with ωB97M-V/def2-TZVPD.

Output
E ... -631.4809 hartree
ΔE to the lowest compared entry with this formula, charge and spin ... 155.4 kcal per mole

ORCA input file:
```
! RIJCOSX wB97M-V def2-TZVPD def2/J DEFGRID3
* xyz 0 1
C 2.38790 1.55463 -0.44409
C 1.29565 1.97153 -1.11611
C 2.01595 0.35442 0.25384
C -1.59504 1.67051 1.69312
C -1.97783 -0.50631 0.92825
C -2.10624 -1.75816 1.30534
C -1.01077 1.05036 -1.01422
C -1.95221 -0.04044 -0.84474
C -1.36398 -1.40899 -1.40695
C -3.28582 0.36202 -1.37120
C 4.11825 -0.96228 0.77755
C 2.76465 -0.41012 1.31901
N 0.77246 0.07912 -0.01287
N -1.87091 0.47951 1.80273
N 0.33175 1.03070 -0.85708
H 3.46797 1.88704 -0.35541
H 1.05120 2.82673 -1.58915
H -1.75047 2.30475 2.50715
H -2.06245 -1.86443 2.39061
H -1.87309 -2.72407 0.81398
H -1.25030 1.98350 -1.41266
H -0.94087 -1.18767 -2.50983
H -2.13873 -2.13614 -1.33871
H -0.55571 -1.71132 -0.76603
H -3.16599 0.48295 -2.41399
H -3.52129 1.38956 -1.01632
H -4.11090 -0.24294 -1.12143
H 4.01860 -1.92050 0.19459
H 4.70774 -1.22714 1.62329
H 4.68727 -0.21927 0.18201
H 2.90660 0.15843 2.19399
H 2.00659 -1.26597 1.60530
*
```

---

# 6
Below is a molecular structure, C12H17N3O6PRuS5 at a distorted geometry, with properties calculated with ωB97M-V/def2-TZVPD.

Output
E ... -3510.4993 hartree
ΔE to the lowest compared entry with this formula, charge and spin ... 0.0 kcal per mole

ORCA input file:
```
! RIJCOSX wB97M-V def2-TZVPD def2/J DEFGRID3
* xyz -2 6
Ru -0.14468 1.31244 0.66530
N 1.20907 4.19808 3.68695
C 0.89792 3.02223 3.04973
S -0.78860 2.76865 2.65978
N 1.86577 2.18634 2.85865
N 1.60245 1.07650 2.12714
C 2.64470 0.40540 1.76724
C 2.62789 -0.84534 1.06636
C 3.84924 -1.48227 0.80274
C 3.91845 -2.68392 0.13420
C 2.73242 -3.27747 -0.31578
C 1.51774 -2.67948 -0.08510
C 1.40787 -1.45141 0.62522
O 0.25445 -0.94138 0.86686
H 0.51535 4.90660 3.50952
H 2.13610 4.49700 3.40507
H 3.61228 0.83469 2.03023
H 4.76048 -1.00293 1.14771
H 4.87636 -3.15454 -0.05398
H 2.77737 -4.21564 -0.86002
H 0.59203 -3.11131 -0.44434
C -3.53661 1.03540 -3.77601
C -3.40550 -0.33086 -3.12503
O -3.37423 -0.19180 -1.70904
P -1.98237 -0.43663 -0.86159
S -2.61166 0.18133 0.93068
S -0.45400 0.23269 -1.93069
O -1.86845 -2.05733 -0.95392
C -2.89252 -2.86472 -0.38539
C -2.30623 -3.72928 0.71520
H -3.62203 0.93671 -4.86071
H -2.65675 1.62909 -3.53045
H -4.41879 1.54652 -3.38771
H -2.49656 -0.82692 -3.47596
H -4.27065 -0.95908 -3.36161
H -3.30823 -3.48021 -1.19042
H -3.68780 -2.23355 0.01937
H -1.54381 -4.39840 0.31369
H -3.09372 -4.32312 1.18533
H -1.83707 -3.08366 1.45830
O 1.28579 5.82804 0.23390
S 2.22078 4.75931 -0.08819
O 3.09826 4.39427 1.01593
O 2.92830 4.94363 -1.34374
S 0.96919 3.06635 -0.53539
*
```